# 1
ORCA calculation (ωB97M-V with the def2-TZVPD basis set) on a molecular structure, C4H7N in a non-equilibrium geometry.

Cartesian coordinates (Å):
N  0.5360  2.6843  -0.7330
C  0.4925  1.5221  -0.6498
C  0.4958  0.1183  -0.6838
C  -1.5678  -0.2199  0.1668
C  1.3453  -0.6290  0.2692
H  1.1352  -1.7042  0.2647
H  -1.2749  0.1161  1.1593
H  -0.6504  -0.3423  -0.8761
H  2.3659  -0.4952  -0.1194
H  -2.2955  0.4569  -0.2863
H  1.3375  -0.2499  1.2999
H  -1.9195  -1.2572  0.1885

Summary:
lowest unoccupied orbital energy = -0.414 eV
gap between HOMO and LUMO = 8.200 eV
charge = 0
multiplicity = 1
max |F| = 2.26 eV Å⁻¹
electronic energy = -5747.3904 eV
highest occupied orbital energy = -8.61 eV

Atomic partial charges in e from the Löwdin method, atoms 1 to 8: N 0.14; C -0.31; C -0.19; C 0.02; C -0.14; H 0.08; H 0.05; H 0.06

***

# 2
ORCA calculation (ωB97M-V with the def2-TZVPD basis set) on 8 unconnected molecules or ions with the total composition C32H64O8 in a non-equilibrium geometry.

Cartesian coordinates (Å):
O  1.6881  0.4105  -3.8076
O  -3.6478  -0.1053  -4.7491
O  3.3573  3.6660  0.0353
O  1.4408  -1.8856  0.4810
O  -0.1087  2.4379  3.3073
O  0.2557  -3.1247  4.7723
O  -5.5521  -1.1439  -0.3573
O  5.4768  -0.1916  -2.2854
C  -4.3281  -1.8803  -0.1564
C  -0.9110  -2.3348  4.6739
C  0.6364  -0.5119  -5.7915
C  -3.3550  0.5001  -3.4994
C  -0.9226  2.7017  4.4881
C  -0.6881  -1.0770  0.9125
C  5.9733  -1.8290  -0.6475
C  0.5144  -1.7274  1.5999
C  0.7919  -1.7355  -0.7556
C  2.1026  1.8139  -0.5655
C  4.4640  -1.8580  -0.9221
C  1.1706  -0.8328  -4.3448
C  -0.8951  -1.3603  5.8549
C  -4.5353  -2.4052  1.2646
C  1.2453  -2.2930  5.3474
C  2.0443  3.9940  0.5084
C  3.2661  2.6996  -0.9922
C  -3.5721  0.8589  -5.8159
C  1.4357  2.5214  5.0036
C  4.3409  -1.0790  -2.2329
C  0.5145  -1.4562  6.4201
C  6.2622  -0.3948  -1.0972
C  -5.9965  -2.8292  1.2530
C  1.1270  2.8467  -0.0088
C  -6.6070  -1.7392  0.3769
C  1.0862  1.7908  3.7405
C  0.0670  2.6166  5.6679
C  -3.3734  2.0200  -3.7799
C  0.9656  1.4028  -4.5162
C  -0.7298  -1.7434  -0.4518
C  -2.8723  2.0635  -5.1964
C  0.9508  0.9875  -5.9395
H  2.0764  3.9876  1.5970
H  1.7259  4.9702  0.1450
H  4.0053  -2.8376  -1.0587
H  5.9386  0.3652  -0.3769
H  0.5774  -2.0086  7.3575
H  1.9367  -1.6004  -4.4339
H  1.1244  -1.0852  -6.5722
H  -3.8750  -3.2324  1.5430
H  1.3871  2.3767  -4.2599
H  4.3739  -1.7305  -3.1079
H  -4.3805  -1.6230  2.0115
H  0.4397  3.2213  -0.7719
H  1.9240  1.1887  -6.3925
H  -0.4494  -0.5965  -5.8070
H  1.8498  3.4947  4.7332
H  -0.0244  3.4230  6.3954
H  1.0414  -0.5071  6.5261
H  -0.0726  1.4739  -4.1517
H  0.8369  0.7246  3.8202
H  1.0087  -1.1205  2.3521
H  -1.6264  -1.6933  6.5929
H  4.1581  2.0839  -1.0972
H  2.3189  1.0810  0.2132
H  -4.3100  -2.7345  -0.8429
H  -7.3492  -2.1711  -0.2998
H  3.9073  -1.3426  -0.1399
H  -1.8008  -2.9617  4.7311
H  6.1985  -2.0185  0.3976
H  3.4585  -0.4389  -2.2423
H  -1.3342  3.7008  4.3582
H  -1.0326  -1.7467  3.7559
H  -7.0238  -0.9595  1.0193
H  0.8784  -0.7141  -1.1452
H  -2.7323  2.5242  -3.0493
H  2.1362  2.0368  5.6852
H  1.0841  -2.4779  -1.4947
H  -6.4222  -2.7609  2.2534
H  -1.8026  1.8809  -5.3249
H  6.4417  -2.5296  -1.3377
H  -1.6009  -1.1926  1.5060
H  7.2924  -0.1379  -1.3442
H  1.6564  1.3168  -1.4290
H  -4.0964  0.2825  -2.7291
H  -4.6126  1.1355  -6.0137
H  -1.2948  -1.1531  -1.1700
H  -4.3502  2.4852  -3.6461
H  1.6537  -1.5970  4.5991
H  0.2163  1.5347  -6.5326
H  -0.0493  1.6930  6.2440
H  -3.1014  2.9693  -5.7611
H  -1.6968  1.9333  4.4423
H  0.3612  -1.2357  -3.7342
H  0.3245  -2.7591  1.8983
H  -3.0710  0.4576  -6.6917
H  -2.3615  0.2016  -3.1498
H  2.9985  3.1947  -1.9328
H  -1.1447  -0.3332  5.5874
H  -3.4502  -1.2645  -0.3117
H  0.4776  2.4488  0.7725
H  1.8263  1.9952  2.9632
H  -1.1223  -2.7585  -0.3584
H  -0.5221  0.0010  0.8384
H  -6.1176  -3.8295  0.8397
H  2.1104  -2.8246  5.7376

Summary:
lowest unoccupied orbital energy = 0.598 eV
gap between HOMO and LUMO = 9.660 eV
SMILES = C1CCOC1.C1CCOC1.C1CCOC1.C1CCOC1.C1CCOC1.C1CCOC1.C1CCOC1.C1CCOC1
charge = 0
multiplicity = 1
max |F| = 2.20 eV Å⁻¹
electronic energy = -50597.6149 eV
highest occupied orbital energy = -9.06 eV

Atomic partial charges in e from the Löwdin method, atoms 1 to 8: O -0.15; O -0.14; O -0.14; O -0.16; O -0.18; O -0.12; O -0.15; O -0.16

***

# 3
ORCA calculation (ωB97M-V with the def2-TZVPD basis set) on 2 unconnected molecules or ions with the total composition C4H11N2 in a non-equilibrium geometry.

Cartesian coordinates (Å):
N  1.2125  0.9781  1.7008
N  0.6544  0.9217  -0.7510
C  -1.4674  -0.3678  -1.0738
C  -0.0863  -0.2787  -0.5443
C  -1.2653  0.0925  0.3939
C  0.6057  -1.5651  -0.0687
H  -1.7111  0.4062  -1.7963
H  0.4526  0.9901  2.3852
H  -1.5493  -0.5743  1.1670
H  -1.3495  1.1241  0.6853
H  -1.7221  -1.3608  -1.4133
H  1.0513  -1.3513  0.9010
H  1.1299  1.0175  0.2729
H  1.7524  1.8492  1.7779
H  -0.0760  -2.3926  0.0676
H  1.3984  -1.8415  -0.7530
H  1.3303  0.7055  -1.4969

Summary:
lowest unoccupied orbital energy = -9.292 eV
gap between HOMO and LUMO = 5.621 eV
charge = +1
multiplicity = 1
max |F| = 4.21 eV Å⁻¹
electronic energy = -7292.7856 eV
highest occupied orbital energy = -14.91 eV

Atomic partial charges in e from the Löwdin method, atoms 1 to 8: N 0.23; N 0.22; C 0.03; C -0.55; C -0.04; C 0.01; H 0.12; H 0.07

***

# 4
ORCA calculation (ωB97M-V with the def2-TZVPD basis set) on 5 unconnected molecules or ions with the total composition C10H30O5.

Cartesian coordinates (Å):
O  0.4710  0.3511  -0.6477
O  2.1326  -1.6436  0.5257
O  -0.1736  5.0335  1.1249
O  -2.3215  4.4866  -1.8284
O  -0.6965  -5.7531  0.6626
C  -1.7199  -0.6989  -0.7812
C  -3.4276  2.7035  -0.5377
C  0.5559  -4.6135  -1.0003
C  -2.6567  3.1060  -1.7803
C  0.2205  3.8213  0.4940
C  -0.7044  0.0291  0.0786
C  1.1954  3.0038  1.2964
C  3.1843  -1.5001  1.4906
C  4.1499  -0.4530  0.9900
C  -0.5926  -5.5637  -0.7578
H  -2.7884  2.7455  0.3467
H  -2.7092  -0.7271  -0.3183
H  -1.1458  0.9506  0.4699
H  -0.4419  4.8229  2.0252
H  4.6964  -0.8189  0.1200
H  1.0948  -0.3743  -0.5139
H  2.0945  3.5722  1.5352
H  0.7451  2.6995  2.2492
H  1.7591  -2.5263  0.6035
H  0.6483  4.1246  -0.4639
H  -3.6987  1.6452  -0.6295
H  -4.3280  3.2927  -0.3841
H  -3.2555  2.9235  -2.6716
H  4.9056  -0.2319  1.7490
H  -1.5382  -5.1656  -1.1348
H  -0.4668  -0.5667  0.9683
H  1.4606  2.1035  0.7425
H  -2.0269  4.7690  -0.9549
H  -0.6647  3.2257  0.2419
H  -1.2861  -6.4923  0.8320
H  -1.4180  -1.7399  -0.9251
H  1.4705  -5.0525  -0.6020
H  -1.7929  -0.2055  -1.7490
H  3.6395  0.4792  0.7546
H  2.7824  -1.2217  2.4706
H  -0.3796  -6.5237  -1.2348
H  -1.7425  2.5032  -1.8489
H  3.6927  -2.4606  1.6179
H  0.3876  -3.6312  -0.5563
H  0.6894  -4.4280  -2.0686

Summary:
lowest unoccupied orbital energy = 0.643 eV
gap between HOMO and LUMO = 10.572 eV
SMILES = CCO.CCO.CCO.CCO.CCO
charge = 0
multiplicity = 1
max |F| = 0.61 eV Å⁻¹
electronic energy = -21092.8228 eV
highest occupied orbital energy = -9.93 eV

Atomic partial charges in e from the Löwdin method, atoms 1 to 8: O -0.09; O -0.10; O -0.08; O -0.08; O -0.09; C -0.08; C -0.09; C -0.09

***

# 5
ORCA calculation (ωB97M-V with the def2-TZVPD basis set) on 17 unconnected molecules or ions with the total composition C34H102O17 in a non-equilibrium geometry.

Cartesian coordinates (Å):
O  3.7740  -4.7606  -0.2439
O  0.3890  6.8937  1.0783
O  0.4850  -1.1197  1.2739
O  -1.7668  7.2811  -4.2118
O  3.8986  2.2040  1.2904
O  -2.2343  1.4282  -2.2962
O  -3.9545  -0.6720  -2.9874
O  1.7043  -1.8268  -2.8982
O  -1.9514  2.4796  3.7606
O  1.2209  -3.7394  1.0897
O  -3.1021  -2.0154  -0.5729
O  4.2922  2.6610  -1.4308
O  0.6230  0.9742  -3.1226
O  -0.0710  0.5095  3.3795
O  -2.6789  -4.2863  -2.5068
O  -4.6165  1.9832  2.5324
O  5.0033  -0.2907  2.0717
C  3.2370  2.3203  3.6100
C  0.8180  -0.5081  -0.0051
C  0.1318  -3.2829  -4.0306
C  3.7879  -1.0332  1.9430
C  1.7863  1.5883  -5.2709
C  -2.9465  -1.0931  -3.8790
C  -2.7387  -3.2187  1.4169
C  -5.2010  0.8656  3.0764
C  4.4213  -3.8622  -1.1534
C  0.8116  -2.8647  -2.7150
C  -6.6933  0.8512  2.8801
C  -2.5848  -5.5787  -1.9083
C  5.8723  -3.7291  -0.8169
C  -2.2687  2.0411  -0.9966
C  0.2782  -0.5523  4.2128
C  -1.2820  -5.7931  -1.1675
C  3.8764  1.5685  -2.3138
C  4.2648  0.3611  -1.5115
C  -1.6958  4.6123  4.8267
C  0.2479  -4.8866  2.9441
C  -0.4339  -0.4909  5.5209
C  -1.2758  3.1162  4.9130
C  -1.8232  6.2332  -3.2569
C  -1.2297  4.9637  -3.9071
C  1.4032  -4.8244  2.0329
C  -3.5645  -2.1921  -4.7310
C  3.1446  2.9663  2.2007
C  1.0234  5.2146  -0.5596
C  0.4874  1.2659  -4.5832
C  0.2615  5.5275  0.6930
C  3.5735  -1.7952  3.2334
C  -2.8664  0.9928  0.0234
C  1.0348  0.9662  0.2050
C  -3.7998  -2.4798  0.5905
H  3.5051  4.0631  2.2446
H  -2.7991  4.6385  4.6505
H  1.9913  0.9094  0.7263
H  1.7203  -0.9610  -0.3483
H  0.5862  4.9520  1.5396
H  3.9103  -2.8853  -1.0997
H  5.2345  0.4078  -0.9816
H  4.8094  0.6228  1.8621
H  -2.7293  -0.2375  -4.4701
H  -3.1180  1.5090  0.9653
H  1.2820  -0.9772  -3.0754
H  -1.3032  6.4967  -2.3500
H  0.8326  -3.3483  -4.9011
H  -1.5179  -0.5832  5.4437
H  0.3269  1.4453  0.8393
H  3.5126  0.2825  -0.7115
H  -1.2229  4.1540  -3.1688
H  -2.9613  0.7880  -2.3738
H  -6.9913  0.8184  1.8322
H  3.6972  -1.0412  4.0687
H  1.4474  -3.7433  -2.4196
H  0.8271  4.1517  -0.7046
H  -2.0309  0.2765  0.1000
H  -3.1074  -3.6648  2.3691
H  -2.8398  6.0478  -2.9426
H  -0.2435  2.0476  -4.6572
H  -0.1202  -1.2643  6.2370
H  -0.0169  -0.6497  -0.7688
H  2.8638  1.2800  3.4842
H  -1.2119  2.2073  -0.6657
H  -0.3745  -4.2353  -3.8793
H  0.7112  5.8732  -1.3684
H  -3.6887  -3.0752  -4.0912
H  3.8684  -1.7879  1.1365
H  -0.0480  -3.9510  3.2988
H  2.3491  0.6603  -5.2556
H  6.4906  -3.2518  -1.6314
H  -2.6385  -6.2804  -2.7685
H  -4.7325  -0.3892  -3.4614
H  -1.3956  1.6863  3.4948
H  0.0619  -1.4877  3.6532
H  -7.1158  0.0222  3.4027
H  -2.0709  -1.2784  -3.2653
H  4.2446  2.2671  3.9374
H  1.5322  -5.7612  1.5007
H  2.7219  2.8366  4.4024
H  -2.6974  3.0349  -0.9941
H  2.9743  -0.3935  1.6360
H  -0.1648  5.1055  -4.2228
H  -4.6073  -3.1982  0.3959
H  4.1341  -0.5101  -2.1700
H  -0.6334  -2.5533  -4.2637
H  2.0467  -3.6508  0.6129
H  -0.2387  0.5060  5.9984
H  3.7833  2.3213  0.3340
H  2.1041  5.3038  -0.5177
H  6.2753  -4.7308  -0.5439
H  -0.5593  -5.3805  2.3990
H  0.1352  0.1512  2.4776
H  -5.0008  0.9203  4.1607
H  4.1960  -4.2552  -2.1572
H  2.8168  1.6125  -2.4271
H  -0.2658  0.9709  -2.7691
H  2.3207  -4.6095  2.5017
H  -3.7380  0.4979  -0.4397
H  -3.0302  -2.3062  -5.6955
H  -1.0862  -5.0698  -0.3620
H  4.0462  -5.6596  -0.4685
H  -2.7755  -3.6586  -1.7661
H  -1.4398  5.1333  5.7513
H  -2.3983  -4.0579  0.8042
H  -1.6221  2.6814  5.8252
H  0.5073  -5.5256  3.7464
H  4.1972  3.5421  -1.8243
H  -0.2794  7.1564  1.7262
H  1.2483  1.5724  -0.6529
H  -4.1722  -1.6256  1.1879
H  0.8179  -2.0260  1.2202
H  -1.2514  -6.8345  -0.7255
H  -3.7536  -1.5780  -1.1318
H  4.4419  1.6832  -3.2769
H  -7.0916  1.7193  3.3743
H  -1.9346  -2.5521  1.6578
H  -1.2160  5.0822  3.9924
H  1.3465  -0.4511  4.4195
H  -4.5716  -1.8594  -4.9611
H  4.2916  -2.6135  3.2938
H  2.3450  2.4790  -4.8907
H  -4.8505  -0.1018  2.7326
H  0.1055  -2.7117  -1.8975
H  -0.2146  3.0237  4.7654
H  -1.8019  8.1498  -3.8312
H  -3.3951  -5.7424  -1.2718
H  6.0193  -3.1146  0.0335
H  2.5228  -2.1354  3.2807
H  -0.3949  -5.7336  -1.8081
H  -0.7771  5.2819  0.4693
H  -1.7951  4.6150  -4.7737
H  -3.8303  2.2543  3.0239
H  1.4961  1.8129  -6.3132
H  2.0295  3.0540  1.8524
H  0.0650  0.4108  -5.0686

Summary:
lowest unoccupied orbital energy = 0.445 eV
gap between HOMO and LUMO = 9.989 eV
charge = 0
multiplicity = 1
max |F| = 3.07 eV Å⁻¹
electronic energy = -71715.5009 eV
highest occupied orbital energy = -9.54 eV

Atomic partial charges in e from the Löwdin method, atoms 1 to 8: O -0.10; O -0.08; O -0.11; O -0.07; O -0.12; O -0.12; O -0.11; O -0.09